C19H16AuN3OS | ωB97M-V/def2-TZVPD

Summary:
Relative energy (zero: lowest compared OMol25 entry of this formula, charge and spin)   106.26 kcal/mol
Spin multiplicity   1
Max |F|   0.3135 hartree/bohr
E_tot   -40998.8656 eV
Total charge   0

Each line ends with the natural charge from an NBO analysis.
CARTESIAN COORDINATES (ANGSTROEM)
Au 0.95113 0.47857 -0.12784  1.33
C 1.11642 -4.47054 1.85239  -0.41
N 0.78068 -3.17843 2.41868  -0.37
C 0.40456 -3.00612 3.72064  -0.04
C 0.16235 -1.71443 3.94055  -0.09
N 0.36664 -0.95434 2.78635  -0.40
C 0.78547 -1.90397 1.73333  0.22
S 1.20496 -1.78085 0.11579  -0.14
C 0.18193 0.47900 2.71920  0.39
C -0.22645 1.18132 3.86308  -0.27
C -0.41415 2.56828 3.83128  -0.14
C -0.19354 3.25715 2.65423  -0.26
C 0.20555 2.52144 1.56215  0.08
N 0.38867 1.18212 1.58567  -0.60
H 1.02454 -5.25877 2.60546  0.22
H 2.14510 -4.44424 1.48127  0.23
H 0.43938 -4.68559 1.02043  0.23
H 0.33277 -3.82829 4.41690  0.23
H -0.15093 -1.30400 4.88535  0.23
H -0.41310 0.69310 4.80981  0.22
H -0.73059 3.09714 4.72600  0.23
H -0.32765 4.33009 2.58845  0.24
H 0.39795 2.99342 0.60288  0.24
O 2.36649 1.15330 -0.57167  -0.90
C 0.50560 0.10006 -5.52332  -0.21
C 1.45044 -0.15859 -4.53292  -0.23
C 1.14588 0.09313 -3.19437  -0.16
C -0.10729 0.60580 -2.83731  -0.15
C -0.41723 0.85959 -1.49801  -0.23
C -1.66226 1.36964 -1.13679  -0.30
C -2.61581 1.63265 -2.11695  -0.21
C -2.32220 1.38460 -3.45993  -0.24
C -1.07018 0.87029 -3.83695  0.02
C -0.74748 0.61139 -5.17885  -0.21
H 0.74325 -0.09616 -6.56569  0.21
H 2.42550 -0.55660 -4.80171  0.21
H 1.89236 -0.11312 -2.43051  0.24
H -1.88060 1.55900 -0.09018  0.20
H -3.58794 2.03051 -1.83796  0.21
H -3.07845 1.59566 -4.21275  0.20
H -1.47175 0.80680 -5.96619  0.20